The molecule C3H6N2O2S at a distorted geometry. Source: OMol25; level of theory: the ωB97M-V functional and the def2-TZVPD basis.

The geometry in XYZ format:
```
14
Properties=species:S:1:pos:R:3:forces:R:3
C -0.518547 2.019521 -0.005391 -2.48 0.04 2.42
O 0.543393 1.097149 -0.209425 -1.96 -2.65 -0.02
C -0.076969 -0.245354 -0.091060 0.75 1.96 -0.27
N -1.331513 -0.320291 -0.234336 0.17 -1.74 0.15
S -2.131638 -1.889990 -0.045735 2.48 0.52 0.26
N 0.890320 -1.178626 0.223981 1.34 -1.12 -0.61
C 2.270913 -0.851075 0.046553 1.79 -4.67 0.10
O 3.048436 -1.842626 -0.289473 -3.25 5.49 1.68
H -0.149332 3.075800 0.181670 -0.01 -1.63 0.28
H -1.216853 1.413763 0.875764 1.83 2.94 -1.94
H -1.270307 2.129330 -0.810829 0.77 -0.49 -0.08
H -3.269967 -1.372601 -0.304472 -1.71 0.63 -0.38
H 0.748261 -2.238960 0.208759 -0.20 2.25 -0.37
H 2.463798 0.203961 0.453991 0.48 -1.51 -1.22
```
Positions in Å, forces in eV/Å.

Summary:
Energy relative to the best compared isomer or geometry (same formula, charge and spin) ... 371.00 kJ/mol
SMILES string ... CO/C(=N/S)NC=O
Total energy ... -775.9989 Eh
E_LUMO ... 0.0181 Ha
Charge ... 0
E_HOMO ... -9.17 eV
Orbital gap ... 0.3551 hartree


A structure of composition C14H26O3RuS2Se2Si2 at a distorted geometry. Source: OMol25; level of theory: the ωB97M-V functional and the def2-TZVPD basis.

The geometry in XYZ format:
```
50
Properties=species:S:1:pos:R:3:forces:R:3
Ru -0.763299 0.585028 -0.323267 -0.21 -2.18 0.61
C -1.380792 -1.124655 2.800207 0.17 0.44 -0.38
Si -0.566502 0.459080 2.059886 0.48 -0.05 0.16
C -1.273241 1.970586 2.995828 0.11 -0.36 -0.38
C 1.300209 0.329964 2.500250 -0.44 0.02 -0.08
C 1.746299 0.369911 3.819792 0.08 -0.03 0.11
C 3.099930 0.332214 4.120589 -0.02 0.03 0.07
C 4.028882 0.258695 3.092831 0.13 -0.03 -0.03
C 3.596294 0.195650 1.776312 0.05 -0.01 0.19
C 2.237863 0.230143 1.465690 0.12 -0.18 -0.57
Si 1.599693 0.178797 -0.348010 0.41 1.13 0.70
C 2.398910 -1.346003 -1.215728 -0.48 0.32 0.27
C 2.366295 1.712077 -1.236904 0.04 -0.48 0.25
H -1.151651 -1.215768 3.862435 0.05 0.01 0.10
H -1.000553 -2.012463 2.291402 0.06 -0.06 0.02
H -2.463215 -1.094122 2.676055 -0.08 0.04 0.00
H -1.419521 1.763674 4.058033 0.07 -0.10 0.07
H -2.232318 2.261693 2.566476 -0.04 -0.01 0.01
H -0.604865 2.825053 2.891809 0.06 0.00 -0.02
H 1.025664 0.428777 4.628569 -0.02 0.04 0.06
H 3.437860 0.369289 5.149986 -0.03 0.00 0.02
H 5.087748 0.249644 3.324252 0.03 -0.02 -0.01
H 4.331000 0.130044 0.980482 0.05 -0.01 -0.03
H 3.467503 -1.391554 -1.009996 0.12 0.03 0.04
H 2.260189 -1.279656 -2.294968 -0.02 0.05 -0.12
H 1.947610 -2.278947 -0.877061 0.03 -0.10 0.05
H 3.445030 1.783251 -1.082768 0.13 0.02 -0.05
H 1.903527 2.624914 -0.861381 -0.05 -0.01 0.06
H 2.166765 1.654360 -2.308818 0.04 0.00 -0.08
C -0.158355 0.234916 -5.083453 0.22 0.57 2.28
Se -0.780980 0.754022 -2.794648 -0.32 -0.85 -3.95
C -2.014399 -0.778643 -3.006740 0.00 0.15 -0.01
C -1.338336 -2.093043 -2.686212 -0.03 -0.27 0.22
Se -1.052694 -2.434356 -0.770824 0.10 1.32 -0.03
C -2.908774 -2.723150 -0.251694 0.16 0.18 -0.09
H -0.016167 -0.833309 -5.190632 -0.02 -0.08 0.25
H 0.759637 0.794920 -5.199152 0.07 0.01 -0.08
H -0.969897 0.621278 -5.685119 -0.22 0.14 0.30
H -2.325850 -0.781618 -4.052018 -0.08 0.04 0.05
H -2.881318 -0.596986 -2.369586 0.09 0.11 -0.06
H -0.337571 -2.121081 -3.119270 -0.03 -0.13 0.00
H -1.920747 -2.939536 -3.061881 0.07 0.02 -0.01
H -3.369047 -3.436088 -0.932665 0.00 -0.02 0.03
H -3.421791 -1.764724 -0.259714 -0.11 -0.13 -0.06
H -2.896279 -3.114324 0.762130 0.02 -0.05 0.00
O -2.785902 2.719025 -1.830013 0.10 0.37 -0.01
S -2.551264 2.622043 -0.403451 -2.40 1.02 -0.09
O -3.427886 3.425237 0.419521 0.36 0.46 0.06
O -1.116877 2.803598 -0.042181 0.74 -1.50 -0.05
S -3.076818 0.672144 0.055622 0.43 0.11 0.23
```
Positions in Å, forces in eV/Å.

Summary:
Energy relative to the best compared isomer or geometry (same formula, charge and spin) ... 201.42 kJ/mol
Total energy ... -7047.9413 Eh
E_LUMO (alpha / beta) ... 0.0633 / 0.0631 Ha
Spin multiplicity ... 2
Charge ... -1
E_HOMO (alpha / beta) ... -4.27 / -4.43 eV
Orbital gap (alpha / beta) ... 0.2202 / 0.2261 hartree


A cluster of 2 separate species, C3H7N3O2S in total at a distorted geometry. Source: OMol25; level of theory: the ωB97M-V functional and the def2-TZVPD basis.

The geometry in XYZ format:
```
16
Properties=species:S:1:pos:R:3:forces:R:3
C 1.090555 -0.646681 -0.068946 -2.21 1.13 0.63
C -3.309178 0.498323 -0.000835 0.19 -0.56 -0.69
C 1.780417 0.556997 0.635189 2.89 -1.63 -0.65
N -0.159495 -0.370762 -0.207882 1.55 0.23 -1.00
N 1.815494 -1.745299 -0.095670 3.33 -3.66 -0.76
N -4.175740 1.336255 -0.302164 -3.31 2.89 2.20
O 4.292191 -0.122993 -0.345464 -1.64 2.39 0.26
O -2.592341 -0.341685 0.158155 0.12 -0.72 0.74
S 3.413634 1.063675 -0.227423 0.04 -2.82 0.76
H 1.168361 1.407325 0.512139 -0.60 1.04 0.52
H 2.044564 0.103364 1.634675 -0.11 1.22 -0.57
H -0.762288 -0.968024 -0.768218 0.66 -0.69 0.38
H 2.899586 -1.757204 -0.041468 -2.78 0.42 0.02
H 1.502815 -2.742714 -0.305469 -0.13 2.27 0.21
H -4.855596 1.709025 0.475339 1.42 -1.23 -1.47
H -4.152979 2.020393 -1.051956 0.57 -0.27 -0.57
```
Positions in Å, forces in eV/Å.

Summary:
Energy relative to the best compared isomer or geometry (same formula, charge and spin) ... 162.06 kJ/mol
Total energy ... -830.6509 Eh
E_LUMO (alpha / beta) ... -0.4161 / -0.4161 Ha
Charge ... +2
E_HOMO (alpha / beta) ... -16.63 / -16.63 eV
Orbital gap (alpha / beta) ... 0.1952 / 0.1951 hartree


The ion C5H13N2O with charge -2 at a distorted geometry. Source: OMol25; level of theory: the ωB97M-V functional and the def2-TZVPD basis.

The geometry in XYZ format:
```
21
Properties=species:S:1:pos:R:3:forces:R:3
N -1.879811 0.212030 0.407520 -0.39 0.58 -0.07
C -0.446047 0.207051 0.082631 -0.47 0.43 1.06
C 0.167614 -1.181911 -0.144505 -1.68 0.15 -1.66
C -0.563471 -1.935519 -1.417859 -0.09 1.86 1.52
O -1.897372 -2.106425 -1.252628 0.04 -0.67 0.28
C 0.348095 0.994351 1.150926 0.39 0.35 0.59
N 1.223191 2.054340 0.632089 0.81 -0.10 1.00
C 2.635894 1.654930 0.461185 -0.78 -0.11 -0.89
H -2.308290 -0.222561 -0.405407 -0.18 -0.54 0.14
H -2.103842 -0.404065 1.179135 0.25 -0.24 -0.02
H -0.450392 0.857068 -0.813066 0.55 -0.60 -0.04
H -0.095449 -1.865588 0.666019 0.36 0.24 0.47
H 1.228394 -0.957862 -0.238957 0.34 -0.71 -0.05
H 0.054017 -2.852001 -1.512275 -0.01 -0.12 -0.64
H -0.457518 -1.179558 -2.219903 0.99 -0.41 -0.65
H -0.261770 1.397972 1.976830 -0.72 0.32 -0.73
H 0.951151 0.330964 1.782645 0.51 -0.24 -0.68
H 0.908051 2.490957 -0.212347 -0.43 -0.17 -0.23
H 3.132248 1.554855 1.436309 -0.08 -0.27 -0.26
H 3.168007 2.386634 -0.159237 0.10 0.22 0.29
H 2.669274 0.755149 -0.195359 0.48 0.04 0.58
```
Positions in Å, forces in eV/Å.

Summary:
Energy relative to the best compared isomer or geometry (same formula, charge and spin) ... 83.40 kJ/mol
Total energy ... -382.8656 Eh
E_LUMO (alpha / beta) ... 0.2575 / 0.2540 Ha
Spin multiplicity ... 2
Charge ... -2
E_HOMO (alpha / beta) ... 3.93 / -0.07 eV
Orbital gap (alpha / beta) ... 0.1132 / 0.2566 hartree


A structure of composition C36H26LaN7O3 at a distorted geometry. Source: OMol25; level of theory: the ωB97M-V functional and the def2-TZVPD basis.

The geometry in XYZ format:
```
73
Properties=species:S:1:pos:R:3:forces:R:3
La 0.172720 0.104818 -0.050116 -0.83 0.89 -1.99
N 8.111453 7.107433 -0.500537 -0.04 -0.05 -0.01
C 7.253330 6.343732 -0.542456 0.23 0.22 -0.01
C 6.179971 5.398639 -0.588730 -0.26 -0.28 0.04
C 5.435616 5.141904 0.562691 0.10 0.06 -0.04
C 4.395146 4.232596 0.520748 -0.06 -0.03 0.00
C 4.094856 3.558155 -0.658796 0.15 0.07 0.02
C 4.849772 3.807810 -1.800254 -0.07 -0.07 -0.03
C 5.883398 4.726219 -1.773406 0.08 0.07 0.05
C 2.974272 2.575866 -0.686316 -0.30 -0.07 -0.09
C 3.340345 1.224318 -0.667763 0.25 -0.01 -0.05
C 4.673155 0.729000 -0.577308 -0.07 0.05 0.04
C 4.590881 -0.643063 -0.595538 0.04 -0.13 0.02
C 3.217784 -0.949089 -0.699884 0.11 0.20 -0.09
N 2.465264 0.147740 -0.750354 1.41 0.09 -0.65
C 1.689902 3.132314 -0.746137 0.12 0.21 0.00
C 1.404809 4.507449 -0.988091 0.00 -0.06 0.03
C 0.037404 4.625545 -1.056842 -0.03 0.11 0.03
C -0.476982 3.331308 -0.834884 0.13 -0.01 -0.09
N 0.489681 2.434302 -0.655261 0.31 1.06 -0.37
H 5.685976 5.653656 1.481913 -0.04 0.01 0.00
H 3.810376 4.035950 1.410233 0.00 0.00 -0.01
H 4.615158 3.280152 -2.715894 0.01 0.00 0.00
H 6.470160 4.920836 -2.660700 -0.02 0.01 -0.01
H 5.566356 1.328297 -0.503826 0.00 0.00 0.03
H 5.396325 -1.357021 -0.535867 0.02 0.03 -0.02
H 2.776553 -1.935995 -0.756968 -0.04 0.01 0.06
H 2.135109 5.289234 -1.121908 0.00 0.00 0.01
H -0.538558 5.517553 -1.241566 0.00 0.00 0.00
H -1.521227 3.046755 -0.820388 0.02 -0.07 0.05
O -2.412533 -0.510338 -3.221592 -0.14 0.08 0.07
C -2.775783 -0.186897 -2.112155 0.03 -0.11 -0.11
N -1.944024 -0.024139 -1.020677 -1.86 -0.18 -0.97
C -2.677485 0.270514 0.082155 -0.19 0.05 -0.07
O -2.147017 0.482694 1.180928 -0.38 0.05 -0.01
C -4.125886 0.315021 -0.283210 -0.17 -0.03 -0.24
C -5.268057 0.546616 0.450750 0.07 0.02 0.13
C -6.483572 0.541014 -0.228979 -0.06 0.01 0.10
C -6.538623 0.329136 -1.599752 0.02 -0.03 -0.12
C -5.379155 0.089449 -2.336192 0.04 0.00 -0.05
C -4.184111 0.073290 -1.653272 -0.06 0.04 0.25
H -5.217955 0.724108 1.516456 -0.01 0.00 0.03
H -7.400593 0.702770 0.322512 0.00 0.03 -0.02
H -7.495788 0.346929 -2.104925 -0.01 0.00 0.02
H -5.403162 -0.069387 -3.406467 -0.03 -0.05 0.01
C 0.189753 -4.423708 -1.861239 0.05 -0.15 -0.01
C 0.161298 -3.047356 -1.783729 0.02 0.12 0.00
N -0.076917 -2.397618 -0.639764 -0.14 -0.88 -0.22
C -0.390433 -3.107344 0.445088 0.18 -0.35 -0.01
C -0.411917 -4.505344 0.458474 -0.14 0.15 -0.01
C -0.066395 -5.160845 -0.716491 -0.06 0.09 0.00
C -0.665227 -5.274278 1.694358 -0.21 0.12 0.16
C -1.705694 -5.207769 2.531282 0.27 -0.08 -0.24
C -2.998377 -4.526081 2.360159 -0.27 0.07 0.02
C -3.791072 -4.276932 3.477926 0.09 0.03 -0.05
C -5.045489 -3.740040 3.257426 0.01 -0.05 0.10
N -5.512202 -3.507327 2.038305 -0.16 0.17 -0.15
C -4.684063 -3.778944 1.035572 -0.04 0.05 0.02
N -3.455581 -4.259772 1.131068 0.37 -0.10 -0.07
H 0.434099 -4.911844 -2.794094 -0.04 0.02 -0.02
H 0.350290 -2.434721 -2.657581 0.02 0.02 0.01
H -0.560982 -2.544584 1.358199 -0.03 -0.04 0.02
H -0.013888 -6.242296 -0.734653 -0.03 -0.01 -0.02
H 0.125067 -5.974004 1.944610 0.06 0.04 0.13
H -1.651750 -5.787276 3.445798 0.08 -0.07 -0.02
H -3.438335 -4.504208 4.474369 -0.01 0.03 0.02
H -5.711279 -3.503150 4.080546 0.03 -0.03 0.02
H -5.059610 -3.602732 0.032303 0.03 0.04 0.03
C 1.674910 0.377224 2.493709 0.26 -0.06 0.50
O 0.833980 -0.461467 1.773309 1.09 -1.50 3.88
H 1.405527 0.376962 3.556794 0.01 0.15 -0.04
H 1.618451 1.429298 2.144817 0.08 -0.07 0.03
H 2.720610 0.048975 2.422044 -0.01 0.12 -0.05
```
Positions in Å, forces in eV/Å.

Summary:
Energy relative to the best compared isomer or geometry (same formula, charge and spin) ... 12.65 kJ/mol
Total energy ... -2028.1552 Eh
E_LUMO ... -0.0299 Ha
Charge ... 0
E_HOMO ... -7.70 eV
Orbital gap ... 0.2532 hartree